Density functional theory data (ωB97M-V with the def2-TZVPD basis set) for 2 unconnected molecules or ions with the total composition C2H7NO2S2 in a non-equilibrium geometry.

Each line ends with the Mulliken charge.
Geometry (Å):
H (1.65853, 0.61318, -0.21639)  0.34
H (0.47841, -1.38835, 1.27023)  0.24
S (-0.29200, -0.66751, -0.96189)  0.96
C (0.73002, 0.24699, 0.18202)  -0.19
C (-1.29980, 1.76802, 0.71457)  -1.14
H (-1.04402, 2.68331, 0.21757)  0.39
O (-0.70702, 0.05888, -2.13105)  -0.56
N (1.07985, -0.57248, 1.27819)  -0.35
H (-2.19775, 1.39455, 0.18320)  0.30
H (-1.18735, 1.39461, 1.66749)  0.47
S (0.83864, -2.30523, -1.66802)  -0.29
O (-1.37938, -1.13603, -0.10840)  -0.57
H (1.79353, -1.93271, -2.48497)  0.17
H (1.52836, -0.15723, 2.05746)  0.22

Computed properties:
Spin multiplicity: 3
Energy in eV: -29437.146
HOMO level (spin up / spin down) in eV: -7.20 / -10.22
Energy above the lowest of the compared OMol25 structures with the same formula, charge and spin in eV: 1.8844
Charge: 0
<S²>: 2.01
Kohn-Sham gap (spin up / spin down) in hartree: 0.272 / 0.319

Density functional theory data (ωB97M-V with the def2-TZVPD basis set) for C3H3NO2S2 in the gas phase in a non-equilibrium geometry.

Each line ends with the Mulliken charge.
Geometry (Å):
O (-1.44806, 2.11896, -0.04992)  -0.58
C (1.24939, 0.04563, -0.08243)  0.28
H (0.28699, -1.92034, -0.00747)  0.41
H (-2.97836, 0.47497, 0.24510)  0.19
S (-2.50354, -0.78115, -0.06242)  -0.15
C (-0.65695, 1.22073, -0.05550)  0.61
H (2.99915, -1.41988, 0.20730)  0.14
C (0.27427, -0.86465, -0.07247)  -0.28
S (2.99017, -0.06244, -0.05211)  -0.21
N (-0.93212, -0.13698, -0.03275)  -0.04
O (0.71907, 1.32513, -0.03733)  -0.36

Computed properties:
Energy in eV: -30414.138
HOMO level in eV: -8.17
Energy above the lowest of the compared OMol25 structures with the same formula, charge and spin in eV: 0.7380
Charge: 0
Kohn-Sham gap in hartree: 0.314